Below is the molecule C16H20F5N3O4S at a distorted geometry, with properties calculated with ωB97M-V with the def2-TZVPD basis set.

```
! RIJCOSX wB97M-V def2-TZVPD def2/J DEFGRID3
* xyz 0 1
S 1.16 -1.47 0.23
F -0.12 1.45 -3.47
F 2.09 1.59 -2.95
F 1.43 0.34 -4.47
F -4.05 -0.48 -1.44
F -5.06 -0.39 0.47
O 0.75 -2.76 -0.37
O -1.31 -2.51 2.59
O 3.91 3.89 -0.12
O 1.97 -1.61 1.42
N -2.64 -3.39 1.18
N -0.21 -0.57 0.65
N 3.22 2.15 1.48
C -4.02 -3.21 0.83
C 1.06 0.81 -3.33
C 5.26 3.52 0.05
C 2.99 3.09 0.58
C 0.93 -0.40 -2.33
C 0.59 2.50 0.61
C 1.92 -0.51 -1.13
C 0.03 0.30 1.75
C -1.50 -1.24 0.46
C 1.04 1.36 1.43
C 1.65 3.33 0.13
C -3.96 -0.88 -0.20
C -2.76 -0.37 0.53
C 2.32 1.29 1.89
C -4.10 -2.43 -0.54
C -1.69 -2.43 1.45
H -0.93 0.89 1.97
H 1.63 4.27 -0.38
H -4.29 -4.20 0.63
H 5.56 2.56 -0.47
H 2.54 0.43 2.54
H -0.14 -0.55 -2.06
H -0.40 2.72 0.23
H 5.92 4.26 -0.49
H -4.60 -2.71 1.52
H -5.09 -2.52 -0.87
H -2.48 0.59 -0.06
H 0.30 -0.18 2.67
H -1.56 -1.57 -0.58
H 5.56 3.65 1.10
H -2.52 -4.06 1.89
H 2.90 -0.79 -1.60
H 0.92 -1.40 -2.90
H 2.08 0.54 -0.77
H -3.34 -2.79 -1.28
H -2.98 -0.12 1.51
*
```

Computed properties:
**Energy**: -1984.33584 hartree
**HOMO level**: -9.13 eV
**Kohn-Sham gap**: 9.650 eV